One molecule with the formula C13H16Si. Source: the OMol25 dataset; level of theory: wB97M-V/def2-TZVPD.

Properties
gap between HOMO and LUMO = 8.84 eV
SMILES = C[Si](C)(C)c1cccc2ccccc12
highest occupied orbital energy = -8.3 eV
charge = 0
relative energy (zero: lowest compared OMol25 entry of this formula, charge and spin) = 0.0 kcal/mol

Each line ends with the natural charge from an NBO analysis.
Positions of all 30 atoms, in Å:
1 C 1.750 -0.877 -2.793  -1.11
2 Si 0.313 -0.492 -1.672  1.63
3 C -0.648 -2.137 -1.685  -1.10
4 C -0.676 0.805 -2.602  -1.10
5 C 0.720 0.035 0.061  -0.44
6 C 2.027 -0.100 0.446  -0.19
7 C 2.456 0.265 1.733  -0.22
8 C 1.532 0.722 2.655  -0.20
9 C 0.151 0.770 2.292  0.02
10 C -0.815 1.183 3.228  -0.20
11 C -2.136 1.139 2.914  -0.21
12 C -2.581 0.778 1.638  -0.21
13 C -1.696 0.353 0.720  -0.18
14 C -0.285 0.399 1.003  -0.07
15 H 2.217 0.097 -2.884  0.23
16 H 2.417 -1.617 -2.339  0.23
17 H 1.428 -1.175 -3.790  0.25
18 H -1.249 -2.326 -0.797  0.23
19 H -1.334 -2.155 -2.536  0.23
20 H 0.057 -2.939 -1.708  0.23
21 H -0.893 0.370 -3.601  0.23
22 H -0.113 1.728 -2.619  0.24
23 H -1.635 0.991 -2.158  0.23
24 H 2.769 -0.478 -0.258  0.21
25 H 3.488 0.100 2.024  0.21
26 H 1.783 1.003 3.672  0.21
27 H -0.471 1.415 4.215  0.21
28 H -2.873 1.341 3.669  0.21
29 H -3.630 0.778 1.395  0.21
30 H -2.071 0.019 -0.222  0.21